1.
{
  "formula": "C23H41N2NdOP3",
  "method": "the ωB97M-V functional and the def2-TZVPD basis",
  "species": ["Nd", "P", "P", "P", "H", "C", "C", "H", "C", "C", "C", "C", "C", "C", "C", "C", "C", "H", "H", "H", "H", "H", "H", "H", "H", "H", "H", "H", "H", "H", "H", "H", "H", "H", "H", "H", "H", "H", "H", "H", "H", "H", "H", "H", "H", "H", "C", "C", "C", "C", "C", "C", "O", "H", "H", "H", "H", "H", "H", "N", "C", "C", "C", "C", "N", "C", "C", "H", "H", "H", "H"],
  "positions_angstrom": [[-0.4955, 0.0038, 0.1431], [1.8709, 1.2985, 1.7462], [-1.2676, 2.6724, -0.9028], [2.0073, -0.3993, -1.5508], [-2.1742, -4.7504, 0.1624], [-1.1146, -4.9590, 0.0132], [-0.2034, -4.9201, 0.9877], [-0.5367, -4.6334, 2.0148], [1.4046, 1.8398, 3.4365], [2.7391, 2.7940, 1.1146], [3.2855, 0.2063, 2.1836], [-2.6807, 2.3693, -1.9751], [-1.8261, 3.6950, 0.4965], [0.0385, 3.5509, -1.8181], [2.7197, -2.0534, -1.1681], [3.5705, 0.5542, -1.6974], [1.5982, -0.6069, -3.3280], [-0.8087, -5.2357, -1.0356], [0.8636, -4.9918, 0.8145], [1.1162, 0.9769, 4.0479], [0.5439, 2.5175, 3.3880], [2.2533, 2.3589, 3.9108], [2.0047, 3.5849, 0.9128], [3.2713, 2.5696, 0.1805], [3.4538, 3.1499, 1.8717], [2.8943, -0.6597, 2.7369], [3.9936, 0.7563, 2.8220], [3.8008, -0.1619, 1.2866], [-3.1043, 3.3794, -2.1948], [-3.4169, 1.7529, -1.4589], [-2.3256, 1.8831, -2.8788], [-2.1480, 4.6006, -0.0514], [-0.9703, 3.9034, 1.1740], [-2.6764, 3.2259, 1.0411], [-0.5075, 4.4549, -2.0878], [0.2995, 2.8863, -2.6548], [0.8907, 3.6527, -1.1246], [3.3400, -2.3814, -2.0176], [1.9181, -2.7893, -0.9972], [3.3367, -1.9897, -0.2636], [4.1747, 0.1243, -2.5120], [4.1389, 0.5174, -0.7591], [3.3402, 1.6023, -1.9339], [2.4305, -1.1122, -3.8360], [1.4322, 0.3755, -3.7885], [0.6840, -1.2035, -3.4563], [-1.9198, -1.5449, -2.2919], [-2.8587, -0.7619, -2.9949], [-3.2738, -1.1518, -4.2877], [-2.6419, -2.2944, -4.8400], [-1.6929, -3.0524, -4.1229], [-1.3662, -2.6821, -2.8362], [-1.4511, -1.3554, -1.0733], [-0.2619, 1.5494, -0.9498], [-3.3831, 0.0763, -2.5719], [-4.0564, -0.6344, -4.8237], [-2.9108, -2.6046, -5.8564], [-1.2290, -3.9441, -4.5242], [-0.7024, -3.2369, -2.1407], [-0.9734, 0.3446, 7.7507], [-1.1170, 0.1250, 6.6028], [-1.2568, -0.1266, 5.1935], [-0.6667, -1.2451, 4.6078], [-0.7051, -1.3961, 3.2238], [-1.3156, -0.4545, 2.4283], [-1.9868, 0.5647, 3.0183], [-1.9704, 0.7722, 4.3821], [-0.1544, -1.9914, 5.2153], [-0.2461, -2.2408, 2.7271], [-2.5453, 1.2438, 2.3476], [-2.4732, 1.6322, 4.8223]],
  "forces_ev_per_angstrom": [[-0.333, -4.782, 1.995], [0.716, 0.270, 0.620], [1.266, 1.416, -2.050], [0.788, -0.491, -1.008], [0.266, -0.241, 0.114], [0.776, -0.289, -1.066], [-0.926, 1.233, 0.559], [0.410, -0.489, -0.792], [-0.164, 0.191, -0.059], [-0.185, -0.084, -0.142], [-0.206, -0.245, -0.210], [0.258, 0.358, 0.373], [0.536, -0.998, 0.740], [-1.075, -0.354, 0.668], [-0.448, -0.151, 0.312], [-0.223, 0.378, 0.176], [-0.404, 0.071, 0.039], [-0.402, 0.293, 1.229], [-0.080, -0.469, 0.018], [0.127, 0.147, -0.127], [0.196, -0.008, 0.130], [-0.332, -0.201, -0.118], [0.234, -0.014, 0.121], [-0.099, 0.084, 0.305], [-0.205, -0.065, -0.283], [0.215, 0.195, -0.096], [-0.217, -0.176, -0.221], [-0.075, 0.114, 0.319], [0.246, -0.631, 0.137], [-0.145, 0.128, -0.133], [-0.142, -0.017, -0.196], [0.069, -0.193, 0.322], [-0.656, 0.101, -0.342], [0.546, 0.488, -0.407], [0.944, 0.464, -0.481], [-0.039, 0.561, -0.010], [-0.299, 0.419, -0.470], [-0.202, 0.150, 0.316], [0.308, 0.123, -0.098], [-0.104, -0.091, -0.197], [-0.215, 0.126, 0.318], [-0.088, 0.034, -0.315], [0.227, -0.235, -0.026], [-0.191, 0.191, 0.114], [0.081, -0.197, 0.004], [0.237, 0.119, 0.023], [-0.683, -0.735, -2.121], [-0.185, -0.489, -0.377], [1.723, -1.518, 0.687], [-0.306, 0.289, -0.313], [-0.450, 0.287, -0.172], [0.229, -0.626, -0.337], [0.420, 2.798, 3.090], [-1.367, 2.567, -0.432], [0.019, -0.105, 0.429], [0.090, 0.082, 0.015], [0.085, 0.080, 0.481], [-0.207, 0.062, -0.319], [-0.418, 0.181, -0.937], [-0.405, -0.610, -3.308], [0.318, 0.515, 3.078], [-0.214, 0.208, -0.206], [0.231, -0.491, -0.315], [-0.761, 1.548, -0.005], [0.251, -0.645, 0.804], [0.440, -0.329, -0.241], [-0.043, 0.129, 0.235], [-0.157, 0.214, -0.115], [0.031, -0.039, -0.044], [0.307, -0.346, 0.408], [0.057, -0.259, -0.089]],
  "homo_lumo_gap_ha": [0.159, 0.160],
  "multiplicity": 4,
  "total_charge": 3,
  "e_homo_ev": [-15.92, -15.93],
  "fmax_ev_per_a": 5.19,
  "relative_energy_ev": 2.457
}


2.
{
  "formula": "C23H41N2OP3Tl",
  "method": "the ωB97M-V functional and the def2-TZVPD basis",
  "species": ["Tl", "P", "P", "P", "H", "C", "C", "H", "C", "C", "C", "C", "C", "C", "C", "C", "C", "H", "H", "H", "H", "H", "H", "H", "H", "H", "H", "H", "H", "H", "H", "H", "H", "H", "H", "H", "H", "H", "H", "H", "H", "H", "H", "H", "H", "H", "C", "C", "C", "C", "C", "C", "O", "H", "H", "H", "H", "H", "H", "N", "C", "C", "C", "C", "N", "C", "C", "H", "H", "H", "H"],
  "positions_angstrom": [[0.0728, -0.1828, 0.1667], [-1.8453, 1.4427, 1.0259], [-0.7317, -2.4644, 0.4831], [-1.1427, -0.0761, -2.3051], [2.7541, -0.0183, -0.6513], [2.0156, 0.4547, -1.3245], [1.4690, 1.6924, -1.0123], [1.8927, 2.2214, -0.1504], [-1.5181, 2.1546, 2.6433], [-3.4243, 0.6418, 1.2884], [-2.0308, 2.8841, -0.0208], [0.3973, -3.6177, -0.2830], [-0.8215, -2.8063, 2.2341], [-2.3681, -2.8039, -0.1527], [-0.6511, 1.3140, -3.3410], [-2.9432, -0.0642, -2.2838], [-0.5896, -1.5555, -3.1805], [1.7615, -0.0268, -2.2711], [0.7308, 2.2338, -1.5981], [-0.5862, 2.6983, 2.6322], [-1.4700, 1.3493, 3.3902], [-2.2722, 2.8993, 2.8393], [-3.3085, -0.1551, 2.0318], [-3.8123, 0.2839, 0.3313], [-4.0062, 1.4774, 1.6869], [-1.0883, 3.4409, -0.0836], [-2.7802, 3.4532, 0.5378], [-2.4009, 2.5926, -1.0076], [-0.0527, -4.5672, 0.0163], [1.3967, -3.4966, 0.1472], [0.4126, -3.5083, -1.3707], [-1.1759, -3.8400, 2.1960], [-1.5504, -2.1457, 2.7147], [0.1690, -2.7197, 2.6907], [-2.4880, -3.8341, 0.1944], [-2.4211, -2.7689, -1.2429], [-3.1203, -2.1572, 0.3109], [-1.1835, 1.0748, -4.2633], [0.4316, 1.3225, -3.4904], [-1.0037, 2.2556, -2.9057], [-3.1515, -0.2140, -3.3466], [-3.3019, 0.9101, -1.9382], [-3.3448, -0.8840, -1.6807], [-1.0122, -1.3926, -4.1760], [-0.9894, -2.4708, -2.7329], [0.5061, -1.5915, -3.2293], [1.1208, -5.6897, -4.9793], [2.1685, -6.5387, -5.4163], [3.2093, -5.9791, -6.1636], [3.2100, -4.6082, -6.4744], [2.1623, -3.7839, -6.0349], [1.1126, -4.3176, -5.2855], [0.0740, -6.1508, -4.2289], [0.1915, -7.1033, -4.0898], [2.1467, -7.6028, -5.1615], [4.0254, -6.6203, -6.5055], [4.0312, -4.1831, -7.0614], [2.1539, -2.7167, -6.2732], [0.2765, -3.7074, -4.9338], [1.4104, 4.8446, 5.5222], [1.1819, 4.0310, 4.6961], [1.2655, 2.8611, 3.8272], [1.8308, 2.8800, 2.5754], [1.4995, 1.7963, 1.7839], [1.3258, 0.5598, 2.3137], [0.8001, 0.4793, 3.5504], [0.7997, 1.6211, 4.3436], [2.2658, 3.7738, 2.1137], [0.7055, 2.2160, 1.1125], [0.4849, -0.5000, 3.9640], [0.4199, 1.5864, 5.4218]],
  "forces_ev_per_angstrom": [[-1.440, 0.809, -0.506], [1.311, -0.325, 0.559], [0.767, 0.007, 0.127], [0.892, -0.015, 1.815], [-0.032, 0.495, -0.676], [-0.560, 1.136, 0.562], [1.886, -0.920, 0.033], [-0.052, -0.270, -1.198], [0.019, -0.425, -0.224], [0.157, 0.223, -0.495], [-0.387, -0.241, 0.028], [-0.257, -0.085, 0.342], [0.006, -0.186, -0.358], [0.013, 0.104, 0.043], [-0.430, -0.450, -0.093], [0.346, -0.144, -0.581], [-0.405, 0.443, -0.375], [0.135, -0.117, 0.397], [0.251, -0.279, -0.096], [-0.076, -0.041, -0.050], [-0.388, 0.637, -0.190], [-0.599, 0.067, 0.362], [-0.214, 0.187, -0.171], [-0.299, -0.029, 0.378], [-0.549, -0.414, 0.014], [-0.288, -0.031, -0.031], [0.005, 0.438, -0.509], [0.054, 0.392, 0.146], [0.478, -0.423, -0.333], [-0.137, -0.198, -0.129], [0.053, -0.167, 0.192], [0.026, -0.069, 0.833], [0.106, -0.265, 0.027], [-0.229, -0.180, 0.035], [-0.480, -0.075, -0.189], [-0.046, -0.114, 0.272], [0.066, -0.243, -0.108], [0.255, 0.636, -0.396], [-0.280, 0.070, -0.252], [0.059, -0.132, -0.332], [-0.831, 0.068, 0.119], [-0.128, -0.277, -0.221], [-0.051, 0.298, -0.293], [0.268, -0.654, -0.243], [0.114, 0.178, -0.309], [-0.301, -0.105, -0.116], [0.691, 0.102, -0.381], [-0.536, 0.932, 0.147], [-0.243, 0.257, 0.077], [-0.086, 0.006, 0.092], [0.190, -0.304, 0.026], [0.341, -0.606, 0.071], [0.086, -0.380, 0.186], [-0.152, 0.253, -0.075], [0.053, 0.358, -0.142], [-0.286, 0.262, 0.092], [-0.382, -0.206, 0.247], [0.088, -0.372, -0.037], [0.201, -0.206, -0.199], [-1.111, -2.305, -2.655], [1.663, 1.672, 2.194], [0.873, -0.596, 2.297], [0.109, 1.301, 0.049], [-0.725, 0.323, 2.160], [-3.200, 0.468, -2.075], [2.237, -0.096, 1.196], [-0.612, 0.262, 1.761], [-0.613, -0.044, 0.244], [1.767, -1.105, -0.892], [0.476, 0.661, -0.390], [0.361, 0.050, -1.804]],
  "homo_lumo_gap_ha": 0.133,
  "total_charge": 3,
  "e_homo_ev": -13.93,
  "fmax_ev_per_a": 3.84,
  "relative_energy_ev": 3.462
}


3.
{
  "formula": "C23H41N2P3PtSe",
  "method": "the ωB97M-V functional and the def2-TZVPD basis",
  "species": ["Pt", "P", "P", "P", "H", "C", "C", "H", "C", "C", "C", "C", "C", "C", "C", "C", "C", "H", "H", "H", "H", "H", "H", "H", "H", "H", "H", "H", "H", "H", "H", "H", "H", "H", "H", "H", "H", "H", "H", "H", "H", "H", "H", "H", "H", "H", "C", "C", "C", "C", "C", "C", "Se", "H", "H", "H", "H", "H", "H", "N", "C", "C", "C", "C", "N", "C", "C", "H", "H", "H", "H"],
  "positions_angstrom": [[-0.4219, 0.1837, -0.0759], [-0.1907, 2.2766, -1.1072], [-2.8520, 0.2378, 0.3540], [-0.4861, -1.0632, -2.0200], [8.0334, -4.0386, 2.1441], [8.2339, -4.0223, 1.0654], [8.9883, -3.0588, 0.5090], [9.4247, -2.2517, 1.1106], [0.2602, 3.8494, -0.2402], [-1.6287, 2.9010, -2.0803], [1.1761, 2.2451, -2.2922], [-3.5165, -1.2228, 1.2224], [-3.6940, 1.6234, 1.2602], [-3.9011, 0.3085, -1.1442], [1.1887, -1.5462, -2.5119], [-1.2049, -0.3226, -3.5231], [-1.3879, -2.6339, -1.9291], [7.8316, -4.8492, 0.4668], [9.2224, -3.0596, -0.5629], [1.0763, 3.6349, 0.4559], [-0.5633, 4.2823, 0.3478], [0.4758, 4.6078, -0.9895], [-2.4687, 3.1801, -1.4336], [-1.9605, 2.1673, -2.8221], [-1.2909, 3.8034, -2.6066], [2.0930, 2.1046, -1.7104], [1.1959, 3.2212, -2.7904], [1.0570, 1.4420, -3.0228], [-4.5896, -1.0512, 1.3815], [-3.0116, -1.3494, 2.1872], [-3.3723, -2.1217, 0.6086], [-4.7739, 1.5120, 1.1998], [-3.3022, 2.3901, 0.5866], [-3.3525, 1.2548, 2.2430], [-4.9379, 0.3170, -0.7844], [-3.7412, -0.5739, -1.7723], [-3.7020, 1.2281, -1.7055], [1.1144, -1.9614, -3.5234], [1.5613, -2.3045, -1.8160], [1.8604, -0.6822, -2.5092], [-1.1686, -1.1187, -4.2763], [-0.6251, 0.5319, -3.8828], [-2.2496, -0.0386, -3.3610], [-1.4961, -2.9732, -2.9660], [-2.3780, -2.5183, -1.4773], [-0.7958, -3.3531, -1.3552], [1.6789, -2.6636, 1.0838], [2.7745, -1.8224, 0.8348], [4.0726, -2.3376, 0.8430], [4.2958, -3.6916, 1.1150], [3.2053, -4.5369, 1.3763], [1.9067, -4.0329, 1.3649], [-0.1175, -2.0299, 1.1201], [1.1974, 0.3297, -0.1247], [2.5917, -0.7682, 0.6243], [4.9138, -1.6731, 0.6384], [5.3138, -4.0859, 1.1260], [3.3693, -5.5943, 1.5921], [1.0543, -4.6828, 1.5669], [-5.6714, 4.6337, 2.8930], [-4.7612, 3.9673, 2.5205], [-3.4039, 3.3362, 2.5789], [-2.3165, 3.9460, 1.8194], [-1.3007, 2.9388, 1.6488], [-1.0139, 2.1569, 2.5892], [-1.7623, 1.8501, 3.6485], [-3.0061, 2.6338, 3.6615], [-2.5150, 4.6789, 0.9929], [-1.2521, 2.5610, 0.6471], [-1.4023, 1.1173, 4.4154], [-3.5808, 2.5819, 4.5733]],
  "forces_ev_per_angstrom": [[0.499, 0.969, 0.925], [0.156, 1.042, -1.389], [-1.367, -1.200, -1.084], [-0.042, -0.425, -1.324], [0.064, 0.032, -0.359], [-1.994, -2.996, 1.709], [2.456, 2.829, -1.666], [-0.157, -0.260, -0.182], [-0.317, -0.183, 0.488], [0.281, -0.303, 0.049], [-0.071, -0.019, 0.048], [0.184, 0.094, -0.122], [0.314, -3.815, -2.273], [0.213, -0.310, 0.046], [-0.136, 0.014, -0.059], [0.077, -0.031, 0.129], [0.102, 0.096, 0.107], [0.147, 0.295, 0.177], [-0.092, -0.004, 0.342], [0.178, 0.351, -0.263], [0.641, 0.028, -0.649], [0.519, -0.135, -0.110], [0.100, -0.059, -0.106], [0.015, 0.218, 0.199], [-0.087, -0.163, 0.109], [-0.035, 0.012, -0.255], [0.126, -0.277, -0.062], [0.167, 0.200, 0.088], [0.238, -0.203, -0.008], [-0.158, -0.118, -0.123], [-0.073, 0.137, 0.287], [-0.004, -0.104, -0.257], [-0.762, 0.043, 1.152], [-0.204, 1.169, -0.971], [0.174, -0.057, -0.289], [-0.147, 0.240, -0.028], [-0.134, -0.287, 0.035], [0.217, -0.041, 0.142], [0.019, 0.117, -0.159], [-0.095, -0.203, -0.043], [-0.049, 0.247, -0.036], [-0.179, -0.153, 0.005], [0.227, -0.045, -0.109], [-0.032, -0.190, 0.252], [0.160, -0.077, -0.122], [-0.232, -0.048, -0.148], [-0.082, 0.215, 0.027], [0.440, 0.090, -0.237], [-0.292, 0.247, 0.017], [-0.600, 0.102, 0.021], [-0.065, 0.019, -0.022], [-0.127, -0.038, 0.079], [0.682, -0.459, 0.330], [-0.813, -0.160, -0.121], [0.241, -0.325, 0.101], [-0.303, -0.145, 0.084], [-0.405, 0.044, 0.010], [-0.097, 0.337, -0.069], [0.302, 0.064, -0.003], [2.865, -2.436, -1.733], [-1.129, 1.753, 2.209], [0.583, 6.540, -1.114], [-1.724, -0.880, -0.357], [-2.561, 2.174, 0.885], [0.275, -3.121, 2.470], [0.249, 1.737, -0.606], [1.878, -2.697, 3.177], [0.055, -0.570, 1.100], [0.554, -0.060, 0.148], [-0.408, 1.164, -0.558], [-0.423, -0.021, 0.069]],
  "homo_lumo_gap_ha": [0.233, 0.165],
  "multiplicity": 5,
  "total_charge": 4,
  "e_homo_ev": [-17.99, -19.55],
  "fmax_ev_per_a": 6.66,
  "relative_energy_ev": 1.811
}